C5H12N2O as an isolated structure at a distorted geometry, computed with the ωB97M-V functional and the def2-TZVPD basis.

Calculated values
LUMO = 0.0319 Ha
HOMO-LUMO gap = 8.41 eV
molecular weight = 116.164 u
ΔE to the lowest compared entry with this formula, charge and spin = 79.76 kcal/mol

XYZ file:
```
20
C5H12N2O, DFT the ωB97M-V functional and the def2-TZVPD basis
C -2.27 0.34 0.36
C -0.64 -1.18 -0.86
C -0.97 0.14 -0.39
O -1.21 -2.25 -0.11
H -0.49 -2.82 0.17
H -0.73 -1.34 -1.94
H -0.78 0.90 -1.14
H -2.34 1.35 0.77
H -3.11 0.17 -0.31
H -2.36 -0.37 1.18
C 1.59 0.44 0.34
N 2.25 1.48 -0.30
N 1.86 -0.82 0.05
C 0.33 0.69 0.95
H 2.06 2.42 0.02
H 3.19 1.30 -0.63
H 0.75 -1.22 -0.57
H 2.70 -0.96 -0.51
H 0.06 -0.01 1.73
H 0.09 1.73 1.17
```

---

One molecule with the formula C5H12N2O at a distorted geometry, computed with the ωB97M-V functional and the def2-TZVPD basis.

Calculated values
SMILES string = CNC[C@@H](N)CC=O
LUMO = 0.0354 Ha
HOMO-LUMO gap = 10.10 eV
molecular weight = 116.164 u
ΔE to the lowest compared entry with this formula, charge and spin = 63.52 kcal/mol

XYZ file:
```
20
C5H12N2O, DFT the ωB97M-V functional and the def2-TZVPD basis
C -0.23 -1.31 -2.25
N -0.96 -0.20 -1.60
C -0.01 0.76 -0.94
C 0.37 0.12 0.38
N 1.89 0.24 0.58
C -0.47 0.69 1.52
C -0.74 -0.12 2.77
O -0.74 -1.32 2.71
H 0.47 -1.83 -1.57
H -0.98 -2.09 -2.48
H 0.33 -0.96 -3.10
H -1.38 0.33 -2.36
H -0.44 1.81 -1.10
H 0.87 0.90 -1.57
H 0.28 -0.98 0.30
H 2.34 -0.38 1.23
H 2.15 1.17 0.87
H -1.48 1.04 1.26
H -0.14 1.72 1.68
H -1.14 0.42 3.68
```

---

A 2-piece molecular cluster, C5H12N2O overall at a distorted geometry, computed with the ωB97M-V functional and the def2-TZVPD basis.

Calculated values
SMILES string = CN(C)C(N)=O.C=C
LUMO = 0.0331 Ha
HOMO-LUMO gap = 9.91 eV
molecular weight = 116.164 u
ΔE to the lowest compared entry with this formula, charge and spin = 35.28 kcal/mol

XYZ file:
```
20
C5H12N2O, DFT the ωB97M-V functional and the def2-TZVPD basis
C -1.61 1.07 -0.88
N -1.09 0.20 0.15
C -0.55 0.80 1.33
C -0.85 -1.11 -0.18
N -0.32 -1.89 0.84
O -1.18 -1.60 -1.25
H -2.39 1.72 -0.46
H -2.03 0.45 -1.66
H -0.82 1.69 -1.30
H 0.58 0.64 1.34
H -0.71 1.87 1.30
H -1.01 0.40 2.24
H -0.32 -2.87 0.63
H -0.53 -1.66 1.80
C 1.89 -0.38 -1.09
C 2.32 0.48 -0.17
H 2.08 -1.44 -1.01
H 1.36 -0.06 -1.97
H 2.96 0.17 0.64
H 2.23 1.54 -0.31
```

---

One molecule with the formula C5H12N2O at a distorted geometry, computed with the ωB97M-V functional and the def2-TZVPD basis.

Calculated values
SMILES string = CC(C)(C)/[N+]([O-])=C\N
LUMO (spin up / spin down) = 0.0265 / 0.0265 Ha
HOMO-LUMO gap (spin up / spin down) = 7.99 / 7.99 eV
molecular weight = 116.164 u
ΔE to the lowest compared entry with this formula, charge and spin = 102.39 kcal/mol

XYZ file:
```
20
C5H12N2O, DFT the ωB97M-V functional and the def2-TZVPD basis
C 1.47 0.12 -0.17
C 0.21 0.22 0.66
C 0.10 -0.92 1.64
C 0.01 1.59 1.26
N -1.10 0.03 -0.52
O -2.04 0.05 0.41
C -1.26 -0.66 -1.59
N -0.34 -0.76 -2.64
H 1.51 -0.82 -0.72
H 1.56 0.96 -0.85
H 2.32 0.13 0.52
H 0.97 -0.90 2.31
H -0.80 -0.85 2.24
H 0.10 -1.88 1.11
H 0.89 1.85 1.85
H -0.12 2.33 0.48
H -0.87 1.61 1.91
H -2.20 -1.19 -1.70
H 0.36 -0.04 -2.66
H -0.78 -0.89 -3.54
```

---

One molecule with the formula C5H12N2O at a distorted geometry, computed with the ωB97M-V functional and the def2-TZVPD basis.

Calculated values
SMILES string = CC(C)[C@H](N)C(N)=O
LUMO = 0.0319 Ha
HOMO-LUMO gap = 10.54 eV
molecular weight = 116.164 u
ΔE to the lowest compared entry with this formula, charge and spin = 29.94 kcal/mol

XYZ file:
```
20
C5H12N2O, DFT the ωB97M-V functional and the def2-TZVPD basis
C -0.68 2.00 0.82
C 0.50 1.12 0.40
C 0.84 1.50 -1.05
C 0.34 -0.40 0.73
N 1.70 -1.00 0.78
C -0.55 -1.05 -0.31
N -1.83 -1.23 0.12
O -0.22 -1.31 -1.45
H -1.50 1.75 0.14
H -0.54 3.07 0.71
H -0.91 1.70 1.85
H 1.33 1.44 1.06
H 0.05 1.99 -1.64
H 1.54 2.34 -0.99
H 1.28 0.99 -1.92
H -0.19 -0.34 1.67
H 1.54 -1.93 0.40
H 2.22 -0.51 0.05
H -2.29 -0.70 0.86
H -2.51 -1.54 -0.56
```

---

A 2-piece molecular cluster, C5H12N2O overall, computed with the ωB97M-V functional and the def2-TZVPD basis.

Calculated values
SMILES string = CC/C(N)=C/N.C=O
LUMO = 0.0294 Ha
HOMO-LUMO gap = 8.39 eV
molecular weight = 116.164 u
ΔE to the lowest compared entry with this formula, charge and spin = 62.79 kcal/mol

XYZ file:
```
20
C5H12N2O, DFT the ωB97M-V functional and the def2-TZVPD basis
C 2.38 -0.38 1.85
C 2.27 -0.31 0.31
C 0.93 -0.73 -0.25
N 0.27 0.05 -1.25
C 0.39 -1.90 0.10
N -0.83 -2.35 -0.37
H 2.13 0.61 2.25
H 3.40 -0.63 2.14
H 1.65 -1.06 2.28
H 2.46 0.73 0.08
H 3.11 -0.83 -0.15
H -0.32 0.75 -0.84
H 0.85 0.37 -2.01
H 0.87 -2.55 0.82
H -0.94 -3.35 -0.44
H -1.12 -1.90 -1.23
C -4.38 3.36 -0.82
O -4.35 3.25 -2.01
H -5.30 3.65 -0.27
H -3.47 3.23 -0.21
```